{"formula": "C15H26ClIrN2O4PS3", "method": "ωB97M-V/def2-TZVPD", "elements": ["Ir", "C", "C", "S", "C", "C", "S", "C", "C", "S", "H", "H", "H", "H", "H", "H", "H", "H", "H", "H", "H", "H", "Cl", "C", "C", "C", "C", "C", "C", "C", "O", "O", "H", "H", "H", "H", "N", "C", "P", "O", "O", "C", "N", "H", "H", "H", "H", "H", "H", "H", "H", "H", "H"], "xyz": [[0.41, 0.14, -0.28], [-3.59, -1.40, -0.59], [-2.66, -2.06, -1.60], [-0.92, -1.47, -1.79], [-1.00, -0.19, -3.08], [-1.74, 1.08, -2.71], [-1.14, 1.93, -1.20], [-2.33, 1.46, 0.15], [-3.81, 1.46, -0.18], [-4.43, 0.10, -1.24], [-3.11, -1.19, 0.36], [-4.41, -2.09, -0.41], [-3.09, -2.05, -2.60], [-2.53, -3.10, -1.29], [-1.45, -0.64, -3.97], [0.05, 0.03, -3.28], [-2.81, 0.91, -2.60], [-1.61, 1.81, -3.51], [-2.17, 2.25, 0.89], [-2.02, 0.52, 0.59], [-4.12, 2.37, -0.69], [-4.37, 1.38, 0.76], [8.49, 0.64, -3.24], [6.91, 0.45, -2.67], [6.66, 0.36, -1.29], [5.38, 0.16, -0.83], [4.32, 0.07, -1.73], [4.55, 0.20, -3.10], [5.84, 0.37, -3.57], [2.93, -0.09, -1.23], [1.97, 0.37, -1.90], [2.68, -0.66, -0.13], [7.48, 0.46, -0.59], [5.19, 0.11, 0.23], [3.72, 0.15, -3.78], [6.02, 0.45, -4.63], [1.87, -2.93, 1.52], [2.30, -1.96, 2.55], [0.75, -1.00, 3.02], [0.01, -1.73, 4.07], [0.01, -0.69, 1.74], [1.36, 0.55, 3.92], [0.99, 0.30, 5.32], [1.03, -3.43, 1.85], [2.61, -3.62, 1.31], [1.66, -2.38, 0.67], [3.08, -1.32, 2.14], [2.66, -2.49, 3.43], [0.83, 1.41, 3.52], [2.43, 0.71, 3.80], [1.79, 0.13, 5.94], [0.42, -0.62, 5.24], [0.41, 1.03, 5.75]], "nbo_charge": [1.055, -0.563, -0.529, 0.533, -0.545, -0.591, 0.527, -0.520, -0.562, 0.262, 0.232, 0.283, 0.278, 0.269, 0.284, 0.279, 0.286, 0.287, 0.265, 0.225, 0.266, 0.267, 0.126, 0.030, -0.233, -0.133, -0.246, -0.120, -0.228, 0.810, -0.620, -0.778, 0.253, 0.214, 0.231, 0.258, -0.676, -0.601, 2.124, -1.071, -1.172, -0.606, -0.705, 0.454, 0.466, 0.462, 0.273, 0.272, 0.264, 0.265, 0.455, 0.487, 0.458], "e_above_lowest_ev": 5.314, "homo_energy_ha": [-0.5805, -0.5805], "charge": 3, "spin_multiplicity": 1}